1.
Density functional theory data (wB97M-V/def2-TZVPD) for a molecular structure, C27H23N4O4ReS at a distorted geometry.

The geometry in XYZ format:
```
60
C27H23N4O4ReS wB97M-V/def2-TZVPD
Re 0.396 0.132 -0.047
O 1.168 1.318 -1.356
C 0.526 2.061 -2.312
C 1.134 3.233 -2.738
C 0.555 4.006 -3.724
C -0.638 3.613 -4.335
C -1.227 2.446 -3.931
C -0.670 1.671 -2.898
C -1.277 0.420 -2.562
N -1.000 -0.269 -1.511
C -1.354 -1.704 -1.446
C -0.031 -2.455 -1.520
N 0.964 -1.725 -0.672
C 2.046 -2.349 -0.299
C 3.073 -1.845 0.541
C 4.223 -2.659 0.700
C 5.247 -2.289 1.517
C 5.140 -1.083 2.234
C 4.034 -0.277 2.101
C 2.987 -0.629 1.249
O 1.943 0.219 1.170
H 2.069 3.520 -2.270
H 1.032 4.932 -4.025
H -1.087 4.217 -5.113
H -2.149 2.107 -4.391
H -1.970 -0.009 -3.284
H -2.019 -1.990 -2.258
H -1.837 -1.901 -0.495
H 0.329 -2.460 -2.548
H -0.145 -3.481 -1.183
H 2.182 -3.369 -0.653
H 4.276 -3.594 0.150
H 6.123 -2.917 1.623
H 5.941 -0.782 2.900
H 3.937 0.652 2.651
O -2.653 -0.071 2.510
C -1.607 0.201 1.996
O -0.856 -0.662 1.280
C -1.047 1.580 2.053
C -1.316 2.465 3.066
C -0.734 3.721 3.009
C 0.060 4.043 1.920
C 0.295 3.091 0.950
N -0.241 1.865 1.028
H -1.959 2.151 3.878
H -0.899 4.439 3.803
H 0.515 5.019 1.827
H 0.924 3.293 0.095
S -3.117 2.387 -0.666
C -4.200 1.097 -0.584
N -4.521 0.515 0.613
C -5.343 -0.563 0.770
C -5.947 -1.127 -0.298
C -5.691 -0.562 -1.572
C -4.846 0.502 -1.713
H -4.032 0.854 1.428
H -5.451 -0.929 1.783
H -6.598 -1.981 -0.175
H -6.177 -0.981 -2.447
H -4.641 0.935 -2.682
```

Properties
- energy relative to the best compared isomer or geometry (same formula, charge and spin) (kcal/mol) = 1.1
- <S²> = 0.761
- E_tot (Eh) = -2039.0378
- HOMO (alpha / beta) (eV) = -10.12 / -10.12
- charge = +1
- 2S+1 = 2
- gap between HOMO and LUMO (alpha / beta) (eV) = 6.3 / 6.2
- lowest unoccupied orbital energy (alpha / beta) (eV) = -3.87 / -3.95

These are the Löwdin partial charges, in e, on atoms 1 to 5:
1 Re 1.696
2 O -0.231
3 C -0.294
4 C -0.010
5 C -0.041

2.
Density functional theory data (wB97M-V/def2-TZVPD) for a molecular structure, C27H23N5O2P2PtSe2 at a distorted geometry.

The geometry in XYZ format:
```
62
C27H23N5O2P2PtSe2 wB97M-V/def2-TZVPD
Pt 0.132 0.056 -0.055
Se -3.750 -1.494 -4.336
P -1.807 -2.072 -5.291
C -1.314 -1.117 -6.697
C -2.203 -0.249 -7.331
C -1.765 0.494 -8.416
C -0.456 0.373 -8.857
C 0.427 -0.503 -8.231
C 0.005 -1.252 -7.150
C -1.568 -3.803 -5.555
C -1.211 -4.307 -6.808
C -1.060 -5.676 -6.959
C -1.278 -6.526 -5.883
C -1.648 -6.021 -4.639
C -1.797 -4.660 -4.469
C -1.132 -1.503 -3.742
C -0.145 -1.229 -2.841
N -0.796 -0.679 -1.758
N -2.084 -0.610 -1.947
N -2.281 -1.107 -3.135
P 1.639 -1.411 -2.789
Se 2.301 -0.486 -0.944
C 2.096 -3.137 -2.904
C 1.877 -3.822 -4.105
C 2.270 -5.141 -4.225
C 2.876 -5.783 -3.149
C 3.083 -5.108 -1.956
C 2.694 -3.782 -1.826
C 2.317 -0.472 -4.159
C 3.337 -0.985 -4.956
C 3.932 -0.164 -5.905
C 3.526 1.155 -6.036
C 2.510 1.666 -5.233
C 1.904 0.857 -4.291
H -3.226 -0.155 -6.989
H -2.451 1.164 -8.915
H -0.118 0.961 -9.700
H 1.442 -0.606 -8.591
H 0.693 -1.936 -6.665
H -1.061 -3.646 -7.650
H -0.780 -6.080 -7.922
H -1.168 -7.594 -6.013
H -1.829 -6.689 -3.809
H -2.104 -4.261 -3.509
H 1.407 -3.321 -4.945
H 2.120 -5.666 -5.159
H 3.193 -6.813 -3.246
H 3.559 -5.608 -1.124
H 2.862 -3.252 -0.899
H 3.670 -2.007 -4.833
H 4.727 -0.552 -6.527
H 4.013 1.799 -6.756
H 2.209 2.700 -5.327
H 1.128 1.255 -3.647
N 0.707 0.795 1.854
N -0.457 1.300 2.472
C -1.718 0.965 1.929
O -2.711 1.174 2.564
O -1.634 0.444 0.735
H 1.186 0.107 2.430
H 1.338 1.560 1.628
H -0.444 1.390 3.478
```

Properties
- E_tot (Eh) = -7071.2919
- HOMO (eV) = -13.39
- charge = +2
- gap between HOMO and LUMO (eV) = 5.9
- lowest unoccupied orbital energy (eV) = -7.49

These are the Löwdin partial charges, in e, on atoms 1 to 5:
1 Pt 0.827
2 Se 1.056
3 P 0.894
4 C -0.358
5 C -0.069

3.
Density functional theory data (wB97M-V/def2-TZVPD) for a molecular structure, C27H24AuBrNPS3.

The geometry in XYZ format:
```
58
C27H24AuBrNPS3 wB97M-V/def2-TZVPD
Au -0.115 -0.610 -0.174
S -1.332 -0.496 4.173
C -0.923 -0.611 2.608
S -1.776 0.136 1.285
S 0.459 -1.464 1.975
C -0.447 -3.357 -2.443
C 1.004 -3.681 -2.667
C 1.356 -4.885 -3.267
C 2.679 -5.208 -3.526
C 3.688 -4.321 -3.186
C 3.361 -3.119 -2.581
C 2.031 -2.794 -2.315
P 1.652 -1.158 -1.626
C 3.199 -0.520 -0.922
C 3.681 0.722 -1.335
C 4.771 1.304 -0.710
C 5.387 0.643 0.341
C 4.909 -0.589 0.756
C 3.815 -1.194 0.144
C 3.371 -2.547 0.631
C 1.235 -0.134 -3.053
C 2.071 -0.016 -4.162
C 1.771 0.894 -5.158
C 0.632 1.686 -5.037
C -0.220 1.534 -3.956
C 0.050 0.597 -2.956
C -0.940 0.316 -1.865
H -1.073 -4.213 -2.688
H -0.760 -2.521 -3.075
H -0.646 -3.076 -1.407
H 0.571 -5.582 -3.536
H 2.920 -6.154 -3.994
H 4.723 -4.562 -3.388
H 4.147 -2.426 -2.309
H 3.186 1.253 -2.136
H 5.124 2.274 -1.035
H 6.233 1.091 0.846
H 5.387 -1.100 1.584
H 3.526 -2.631 1.705
H 3.944 -3.338 0.142
H 2.318 -2.746 0.434
H 2.968 -0.622 -4.229
H 2.423 1.001 -6.015
H 0.401 2.416 -5.802
H -1.123 2.129 -3.892
H -1.660 -0.424 -2.231
H -1.510 1.206 -1.601
Br 4.107 5.451 1.597
C 3.017 3.957 1.208
C 3.043 2.850 2.033
C 2.240 1.771 1.689
N 1.456 1.759 0.617
C 1.436 2.842 -0.154
C 2.198 3.973 0.093
H 3.669 2.817 2.914
H 2.227 0.873 2.298
H 0.785 2.803 -1.022
H 2.154 4.831 -0.563
```

Properties
- energy relative to the best compared isomer or geometry (same formula, charge and spin) (kcal/mol) = 1.8
- E_tot (Eh) = -5343.6978
- HOMO (eV) = -7.72
- gap between HOMO and LUMO (eV) = 7.4
- lowest unoccupied orbital energy (eV) = -0.30

These are the Löwdin partial charges, in e, on atoms 1 to 5:
1 Au 0.591
2 S 0.533
3 C -1.847
4 S 0.465
5 S 0.438

4.
Density functional theory data (wB97M-V/def2-TZVPD) for a molecular structure, C27H24BaN10O3S at a distorted geometry.

The geometry in XYZ format:
```
66
C27H24BaN10O3S wB97M-V/def2-TZVPD
Ba 1.265 -0.003 -1.137
O 2.072 -2.472 2.131
C 2.302 -2.014 1.005
N 1.572 -2.128 -0.091
C 0.475 -2.973 -0.090
C 0.502 -4.231 0.514
C -0.594 -5.070 0.473
C -1.740 -4.667 -0.193
C -1.768 -3.443 -0.837
C -0.680 -2.574 -0.794
N -0.663 -1.403 -1.542
C -1.655 -0.547 -1.488
O -2.554 -0.426 -0.635
C -1.646 0.443 -2.624
C -2.865 0.756 -3.226
C -2.901 1.698 -4.235
C -1.715 2.322 -4.597
C -0.549 1.936 -3.955
N -0.506 1.016 -2.996
C 3.548 -1.191 0.819
C 4.535 -1.293 1.798
C 5.711 -0.590 1.651
C 5.880 0.178 0.507
C 4.842 0.230 -0.405
N 3.691 -0.412 -0.250
H 1.412 -4.545 1.002
H -0.536 -6.048 0.932
H -2.597 -5.324 -0.229
H -2.638 -3.152 -1.408
H -3.755 0.250 -2.889
H -3.827 1.949 -4.729
H -1.706 3.079 -5.364
H 0.400 2.390 -4.215
H 4.335 -1.924 2.649
H 6.485 -0.638 2.402
H 6.791 0.729 0.334
H 4.934 0.807 -1.316
C -3.751 3.685 -1.174
C -2.313 4.021 -1.250
N -1.816 5.078 -1.814
N -0.478 4.998 -1.647
C -0.115 3.863 -1.003
S 1.415 3.384 -0.605
N -1.310 3.244 -0.723
N -1.372 2.031 -0.085
H -4.313 4.448 -1.702
H -4.086 3.659 -0.137
H -3.938 2.706 -1.615
H 0.134 5.718 -1.997
H -1.167 2.105 0.908
H -2.234 1.501 -0.240
N -1.736 -2.749 3.031
C -1.459 -1.654 3.761
O -2.077 -1.316 4.751
C -0.326 -0.822 3.236
C 0.647 -0.343 4.105
C 1.636 0.486 3.603
C 1.609 0.811 2.259
N 0.685 0.355 1.422
C -0.258 -0.447 1.900
H -2.484 -3.351 3.337
H -1.126 -3.068 2.294
H 0.619 -0.628 5.146
H 2.413 0.874 4.242
H 2.343 1.487 1.836
H -1.000 -0.791 1.188
```

Properties
- energy relative to the best compared isomer or geometry (same formula, charge and spin) (kcal/mol) = 23.7
- E_tot (Eh) = -2240.3953
- HOMO (eV) = -7.10
- gap between HOMO and LUMO (eV) = 7.1
- lowest unoccupied orbital energy (eV) = 0.03

These are the Löwdin partial charges, in e, on atoms 1 to 5:
1 Ba 1.922
2 O 0.018
3 C -0.564
4 N -0.152
5 C -0.264

5.
Density functional theory data (wB97M-V/def2-TZVPD) for a molecular structure, C27H24BrN2O5PTa at a distorted geometry.

The geometry in XYZ format:
```
61
C27H24BrN2O5PTa wB97M-V/def2-TZVPD
Ta -0.352 0.458 0.378
N -0.897 1.621 -1.357
C -1.874 2.843 -1.230
C -1.515 3.844 -0.068
C -1.846 3.072 1.183
O -2.701 3.121 1.976
O -0.870 2.042 1.157
H 0.020 1.946 -1.700
H -1.276 0.976 -2.059
H -2.869 2.432 -1.066
H -1.883 3.388 -2.171
H -2.092 4.765 -0.116
H -0.452 4.086 -0.086
Br -4.048 0.094 1.406
C -3.464 -1.491 0.597
C -4.250 -2.637 0.509
C -3.711 -3.749 -0.110
C -2.415 -3.711 -0.638
C -1.706 -2.547 -0.492
N -2.232 -1.449 0.119
C -0.313 -2.360 -0.972
O 0.358 -3.071 -1.618
O 0.099 -1.109 -0.518
H -5.245 -2.649 0.931
H -4.300 -4.655 -0.181
H -1.970 -4.562 -1.137
O 1.702 0.878 0.024
P 2.960 1.828 0.175
C 2.964 2.654 1.768
C 2.012 2.260 2.710
C 1.921 2.920 3.926
C 2.825 3.926 4.228
C 3.794 4.303 3.306
C 3.886 3.652 2.087
C 4.432 0.827 0.302
C 5.672 1.411 0.040
C 6.804 0.613 0.032
C 6.698 -0.736 0.351
C 5.467 -1.312 0.624
C 4.326 -0.524 0.636
C 3.097 2.895 -1.230
C 3.402 4.254 -1.169
C 3.514 4.980 -2.348
C 3.320 4.359 -3.574
C 3.026 3.000 -3.639
C 2.912 2.264 -2.473
H 1.323 1.446 2.492
H 1.164 2.636 4.646
H 2.809 4.385 5.207
H 4.491 5.096 3.544
H 4.679 3.921 1.402
H 5.760 2.463 -0.203
H 7.765 1.043 -0.211
H 7.595 -1.337 0.417
H 5.394 -2.368 0.847
H 3.362 -0.958 0.868
H 3.536 4.753 -0.220
H 3.749 6.035 -2.308
H 3.401 4.936 -4.485
H 2.908 2.519 -4.600
H 2.711 1.198 -2.515
```

Properties
- energy relative to the best compared isomer or geometry (same formula, charge and spin) (kcal/mol) = 70.9
- E_tot (Eh) = -4500.4888
- HOMO (eV) = -16.58
- charge = +3
- gap between HOMO and LUMO (eV) = 4.2
- lowest unoccupied orbital energy (eV) = -12.39

These are the Löwdin partial charges, in e, on atoms 1 to 5:
1 Ta 2.082
2 N -0.020
3 C -0.076
4 C -0.026
5 C -0.491

6.
Density functional theory data (wB97M-V/def2-TZVPD) for a molecular structure, C27H24Cl2I2MgN4O2S2.

The geometry in XYZ format:
```
64
C27H24Cl2I2MgN4O2S2 wB97M-V/def2-TZVPD
Mg -0.665 -1.243 -0.441
C -2.304 -4.105 -0.689
O -2.179 -2.843 -0.029
C -2.739 -2.725 1.228
C -3.315 -3.770 1.927
C -3.853 -3.520 3.186
C -3.820 -2.246 3.732
C -3.246 -1.201 3.023
C -2.700 -1.437 1.773
N -2.072 -0.485 0.943
N -2.349 0.725 1.166
C -1.914 1.659 0.266
C -1.596 1.345 -1.090
O -1.439 0.160 -1.539
C -1.466 2.445 -2.016
C -1.529 3.729 -1.606
C -1.774 4.073 -0.236
C -1.810 5.416 0.185
C -2.064 5.736 1.494
C -2.289 4.708 2.422
C -2.250 3.391 2.036
C -1.997 3.040 0.695
H -3.358 -4.358 -0.804
H -1.783 -4.884 -0.130
H -1.834 -3.986 -1.660
H -3.354 -4.766 1.512
H -4.301 -4.335 3.738
H -4.241 -2.066 4.712
H -3.210 -0.197 3.423
H -1.267 2.184 -3.047
H -1.386 4.532 -2.321
H -1.638 6.194 -0.550
H -2.091 6.770 1.810
H -2.488 4.956 3.457
H -2.409 2.605 2.760
Cl 0.640 -3.408 0.930
C 2.110 -3.395 -0.012
C 3.263 -3.766 0.653
C 4.454 -3.845 -0.047
C 4.463 -3.581 -1.405
C 3.293 -3.210 -2.049
Cl 3.386 -2.948 -3.757
C 2.074 -3.056 -1.371
S 0.620 -2.505 -2.198
H 3.217 -3.992 1.709
H 5.367 -4.128 0.460
H 5.373 -3.665 -1.983
I 1.244 -0.070 -3.578
I 1.613 2.322 -4.951
C 3.989 -0.031 -0.786
N 3.114 1.105 -0.629
C 3.337 2.329 -1.397
C 2.087 3.175 -1.094
N 1.319 2.281 -0.239
C 1.918 1.109 -0.038
S 1.271 -0.159 0.901
H 3.984 -0.367 -1.827
H 3.643 -0.838 -0.145
H 5.007 0.247 -0.505
H 3.417 2.090 -2.460
H 4.262 2.812 -1.077
H 1.533 3.415 -2.002
H 2.329 4.099 -0.568
H 0.404 2.478 0.133
```

Properties
- energy relative to the best compared isomer or geometry (same formula, charge and spin) (kcal/mol) = 0.0
- E_tot (Eh) = -3925.2178
- HOMO (eV) = -7.62
- gap between HOMO and LUMO (eV) = 7.0
- lowest unoccupied orbital energy (eV) = -0.65

These are the Löwdin partial charges, in e, on atoms 1 to 5:
1 Mg 0.293
2 C -0.064
3 O -0.216
4 C -0.226
5 C -0.012

7.
Density functional theory data (wB97M-V/def2-TZVPD) for a molecular structure, C27H24F4HgN5S3Si2.

The geometry in XYZ format:
```
66
C27H24F4HgN5S3Si2 wB97M-V/def2-TZVPD
Hg 0.609 1.100 1.095
S 3.388 3.408 4.402
C 2.466 2.711 3.192
S 3.335 2.075 1.910
S 0.773 2.766 3.220
N 0.885 3.317 -0.260
C 0.888 4.433 0.003
C 0.875 5.831 0.347
C 0.603 6.787 -0.628
C 0.605 8.128 -0.284
C 0.877 8.511 1.024
C 1.144 7.552 1.993
C 1.145 6.207 1.661
H 0.389 6.472 -1.641
H 0.392 8.878 -1.035
H 0.881 9.561 1.288
H 1.353 7.852 3.011
H 1.344 5.441 2.403
C 2.463 -0.405 -1.260
Si 1.920 -1.721 -0.045
C 3.468 -2.530 0.666
C 1.009 -3.042 -1.005
C 1.003 -0.979 1.403
Si -0.466 -1.800 2.190
C -1.434 -0.587 3.240
C -1.655 -2.617 1.003
C 0.181 -3.138 3.352
H 3.005 -0.842 -2.103
H 3.114 0.331 -0.774
H 1.594 0.124 -1.665
H 4.081 -2.989 -0.117
H 3.192 -3.310 1.383
H 4.083 -1.792 1.194
H 1.575 -3.272 -1.914
H 0.009 -2.728 -1.315
H 0.911 -3.964 -0.424
H 1.756 -0.901 2.198
H -1.997 0.108 2.611
H -0.762 0.005 3.872
H -2.142 -1.109 3.892
H -1.904 -1.961 0.163
H -2.590 -2.850 1.523
H -1.250 -3.545 0.596
H 0.790 -2.704 4.153
H 0.802 -3.860 2.811
H -0.650 -3.682 3.811
F -0.764 0.076 -2.452
C -1.467 -1.082 -2.470
C -0.944 -2.120 -3.215
F 0.232 -1.888 -3.835
C -1.573 -3.359 -3.360
C -2.778 -3.427 -2.649
C -3.289 -2.387 -1.894
F -4.435 -2.614 -1.222
C -2.662 -1.153 -1.767
C -3.184 -0.044 -0.939
C -2.309 0.813 -0.288
N -1.577 1.523 0.283
C -4.566 0.196 -0.751
N -5.698 0.403 -0.606
F -3.485 -4.574 -2.656
C -1.038 -4.453 -4.153
C -1.729 -5.671 -4.376
N -2.243 -6.684 -4.610
C 0.219 -4.401 -4.809
N 1.233 -4.422 -5.373
```

Properties
- energy relative to the best compared isomer or geometry (same formula, charge and spin) (kcal/mol) = 0.0
- <S²> = 0.758
- E_tot (Eh) = -3643.5676
- HOMO (alpha / beta) (eV) = -1.62 / -1.62
- charge = -2
- 2S+1 = 2
- gap between HOMO and LUMO (alpha / beta) (eV) = 5.0 / 3.2
- lowest unoccupied orbital energy (alpha / beta) (eV) = 3.38 / 1.63

These are the Löwdin partial charges, in e, on atoms 1 to 5:
1 Hg 0.863
2 S 0.495
3 C -1.995
4 S 0.517
5 S 0.458

Q: The highest E_tot belongs to which entry?
A: C27H23N4O4ReS